Formula: C21H30Br4MoO2Si
Source: OMol25
Level of theory: wB97M-V/def2-TZVPD

## Properties
HOMO-LUMO gap (spin up / spin down)	7.368 / 7.773	eV
LUMO energy (spin up / spin down)	-0.0409 / -0.0259	Ha
multiplicity	3

XYZ file:
```
59
Properties=species:S:1:pos:R:3:forces:R:3:nbo_charge:R:1
Mo 0.406 -0.585 -0.846 0.5 -0.7 -0.3 1.328
Br 4.675 -4.553 -4.506 0.0 0.0 0.0 0.114
C 3.186 -3.921 -3.542 -0.1 0.0 0.0 -0.148
C 1.974 -4.616 -3.570 0.0 0.1 0.0 -0.153
Br 1.800 -6.201 -4.570 0.0 0.0 0.0 0.114
C 0.875 -4.132 -2.854 -0.1 -0.2 0.0 -0.141
Br -0.803 -4.980 -2.840 0.0 0.0 0.0 0.110
C 1.004 -2.979 -2.109 0.0 0.3 0.1 0.197
O 0.011 -2.411 -1.384 -0.1 0.1 -0.1 -0.663
C 2.218 -2.286 -2.076 -0.3 0.1 0.1 0.269
O 2.205 -1.163 -1.323 -0.1 0.2 -0.1 -0.671
C 3.301 -2.745 -2.796 0.2 0.0 0.0 -0.173
Br 4.882 -1.730 -2.705 0.0 0.0 0.0 0.110
C 1.690 -2.073 2.197 0.1 -0.1 -0.1 -1.164
Si 0.479 -0.751 1.645 0.0 0.0 0.6 1.420
C -1.282 -1.237 2.197 0.0 0.0 -0.2 -0.510
C -2.330 -0.387 1.461 0.0 0.0 0.1 -0.602
C -1.467 -1.085 3.709 0.0 0.0 0.0 -0.609
C -1.504 -2.709 1.812 0.0 0.0 0.1 -0.616
C 1.147 0.938 2.249 0.0 0.1 -0.2 -0.506
C 2.394 1.239 1.396 0.0 0.0 0.1 -0.601
C 0.142 2.082 2.062 0.0 0.0 0.1 -0.611
C 1.563 0.872 3.722 0.1 0.0 0.0 -0.611
H 1.690 -2.168 3.286 0.0 0.0 0.0 0.237
H 2.704 -1.836 1.871 0.0 0.0 0.0 0.248
H 1.428 -3.043 1.771 0.0 0.0 0.0 0.249
H -2.282 0.666 1.741 0.0 0.0 0.0 0.214
H -3.337 -0.751 1.692 0.0 0.0 0.0 0.212
H -2.217 -0.440 0.373 0.0 0.0 -0.1 0.198
H -1.408 -0.041 4.025 0.0 0.0 0.0 0.205
H -0.719 -1.652 4.270 0.0 0.0 0.0 0.209
H -2.455 -1.461 4.000 0.0 0.0 0.0 0.209
H -1.368 -2.888 0.743 0.0 0.0 0.0 0.225
H -2.527 -3.003 2.071 0.0 0.0 0.0 0.207
H -0.825 -3.375 2.349 0.0 0.0 0.0 0.210
H 2.170 1.278 0.324 0.0 0.1 -0.1 0.196
H 3.179 0.493 1.536 0.0 0.0 0.0 0.218
H 2.807 2.216 1.669 0.0 0.0 0.0 0.214
H -0.227 2.154 1.036 0.0 0.0 0.0 0.216
H 0.624 3.035 2.309 0.0 0.0 0.0 0.205
H -0.720 1.972 2.724 0.0 0.0 0.0 0.205
H 2.296 0.083 3.906 0.0 0.0 0.0 0.210
H 0.711 0.700 4.381 0.0 0.0 0.0 0.210
H 2.022 1.823 4.016 0.0 0.0 0.0 0.208
C -1.114 4.503 -1.792 0.0 0.0 0.0 -0.584
C -1.780 3.278 -2.437 0.0 0.0 0.0 -0.193
C -1.675 3.367 -3.967 0.0 0.0 0.0 -0.585
C -3.254 3.198 -2.014 0.0 0.0 0.0 -0.584
C -1.089 2.068 -1.977 -0.1 0.1 0.1 0.232
C -0.528 1.073 -1.556 0.0 0.1 -0.2 -0.608
H -1.627 5.410 -2.117 0.0 0.0 0.0 0.211
H -0.066 4.573 -2.085 0.0 0.0 0.0 0.217
H -1.165 4.446 -0.704 0.0 0.0 0.0 0.215
H -2.190 4.265 -4.315 0.0 0.0 0.0 0.211
H -2.134 2.498 -4.439 0.0 0.0 0.0 0.218
H -0.633 3.420 -4.283 0.0 0.0 0.0 0.217
H -3.777 4.100 -2.340 0.0 0.0 0.0 0.211
H -3.343 3.118 -0.930 0.0 0.0 0.0 0.215
H -3.740 2.332 -2.465 0.0 0.0 0.0 0.217
```
Forces are in eV/Å.